# C4H11FO6S2Si2

C4H11FO6S2Si2 as an isolated structure at a distorted geometry (ωB97M-V with the def2-TZVPD basis set, OMol25).

Last column: Mulliken charge in e.
Positions of all 26 atoms, in Å:
S1 1.589154 2.006896 0.525662  0.93
S2 0.232472 -1.657521 1.086568  -0.02
Si1 -1.520629 3.926237 1.428099  0.64
Si2 -0.306327 1.414060 1.372523  0.26
F1 2.807429 0.779885 0.786940  -0.32
O1 2.143849 3.285698 1.227202  -0.62
O2 1.739663 -4.882337 -2.039251  -0.71
O3 -0.847085 2.658248 2.489335  -0.33
O4 1.488943 -3.449221 -3.441832  -0.73
O5 3.458689 -4.374534 -3.283444  -0.76
O6 1.366911 2.335130 -0.972403  -0.55
C1 -1.199463 -1.774905 -0.170651  -0.46
C2 -0.571505 -1.366151 -1.661917  -0.60
C3 -0.305261 -0.288465 2.271879  -0.52
C4 2.293919 -4.242650 -2.940618  0.64
H1 -1.429761 -0.533050 2.588130  0.22
H2 -0.898299 3.733230 0.111028  -0.11
H3 -2.939177 3.635962 1.271089  -0.17
H4 -2.032604 -1.000952 0.116594  0.20
H5 0.335087 -0.276853 3.275649  0.30
H6 0.155537 -0.425762 -1.554173  0.10
H7 -1.702526 -2.835294 -0.178806  0.32
H8 -1.447742 -1.030629 -2.372948  0.25
H9 -1.269023 1.328598 0.283188  -0.08
H10 0.085477 -2.244602 -2.099324  0.31
H11 -1.227729 5.278981 1.881481  -0.19

Forces on atoms 1 to 2 (eV/Å):
2.9 5.3 -3.3
-1.0 0.4 0.0

Calculated values
E ... -56750.3318 eV
Total charge ... -2
HOMO energy ... 1.8 eV
Orbital gap ... 1.9 eV

=====

# C4H11IN5O6P3

A 2-piece molecular cluster, C4H11IN5O6P3 overall at a distorted geometry (ωB97M-V with the def2-TZVPD basis set, OMol25).

Last column: Mulliken charge in e.
Positions of all 30 atoms, in Å:
I1 0.601677 -2.540635 2.234798  -0.12
P1 -0.494174 -0.748312 0.875987  -0.08
P2 2.128711 0.911337 1.705881  0.31
P3 -0.435712 -1.671677 -2.075919  0.00
O1 -1.997036 -1.198580 0.588963  -0.11
O2 -4.280905 1.775934 2.216535  -0.50
O3 -3.684558 0.014650 0.935068  -0.74
O4 3.615824 1.514939 2.104953  -0.53
O5 -5.047612 -0.243341 2.722510  -0.74
O6 -1.345065 -2.921856 -1.535993  -0.46
N1 3.475951 0.610749 -0.698790  -0.18
N2 2.334627 0.346115 0.004174  0.24
N3 1.113188 2.284971 1.553543  -0.53
N4 0.368446 -0.834928 -0.669811  0.20
N5 2.223555 -0.480124 -2.098058  -0.52
C1 1.581658 -0.346041 -0.907926  0.48
C2 -1.559309 -0.361238 -2.716357  -0.77
C3 -4.337453 0.398836 1.919300  0.68
C4 3.394092 0.115999 -1.923929  -0.06
H1 -2.084714 -0.703220 -3.607324  0.35
H2 -2.035615 -2.155713 0.774889  0.29
H3 -0.871288 0.454964 -2.976354  0.26
H4 1.563566 3.085645 2.003490  0.31
H5 -4.860164 1.725487 2.991660  0.30
H6 4.194224 0.785347 2.370672  0.36
H7 -0.784963 -3.699297 -1.424142  0.36
H8 -2.217222 0.029046 -1.928192  0.26
H9 1.032496 2.536229 0.567501  0.28
H10 4.157403 0.176704 -2.687350  0.45
H11 4.250371 1.138012 -0.319781  0.23

Forces on atoms 1 to 2 (eV/Å):
-0.2 -0.3 -0.4
0.0 1.9 1.1

Calculated values
E ... -60028.3583 eV
HOMO energy ... -6.5 eV
Orbital gap ... 5.5 eV